[1]
Density functional theory data (ωB97M-V/def2-TZVPD) for 11 unconnected molecules or ions with the total composition C14H32BCl20FN2O4S.

Positions of all 75 atoms, in Å:
C1 3.012119 0.003501 -1.113207
O1 3.098143 1.078188 -0.168131
B1 4.325059 1.494210 0.214194
O2 5.397873 1.588558 -0.638657
N1 4.601707 1.964319 1.613290
C2 4.725081 3.478666 1.565880
C3 6.194076 3.851230 1.408883
C4 6.465834 5.232979 0.772160
N2 5.506209 5.734931 -0.220435
S1 3.502303 1.487293 2.725849
O3 3.989054 1.792673 4.019858
O4 3.020018 0.185465 2.459341
F1 2.324369 2.501581 2.485321
H1 2.523224 -0.867935 -0.683709
H2 3.983734 -0.303501 -1.493913
H3 2.418226 0.346884 -1.958000
H4 5.127184 1.936673 -1.494700
H5 4.367324 3.865854 2.516507
H6 4.106810 3.845707 0.748252
H7 6.642608 3.843015 2.403830
H8 6.719065 3.091693 0.833106
H9 6.544510 5.997113 1.546404
H10 7.435236 5.204783 0.274789
H11 5.277571 5.005454 -0.887767
H12 4.637137 5.985702 0.236724
Cl1 -1.447954 0.205376 0.748474
C5 -0.684660 1.482576 1.700059
Cl2 -1.465262 3.050765 1.451725
H13 -0.767824 1.223389 2.749025
H14 0.351305 1.555371 1.396998
Cl3 5.710627 -2.601142 -0.793881
C6 5.061281 -3.579637 -2.115856
Cl4 3.756129 -2.762141 -2.984526
H15 5.861169 -3.781613 -2.818049
H16 4.670797 -4.500759 -1.700451
Cl5 -5.477014 1.516236 4.476191
C7 -4.453545 0.653939 3.324452
Cl6 -3.015184 -0.031102 4.091754
H17 -5.030309 -0.156418 2.893706
H18 -4.133170 1.350140 2.557760
Cl7 2.017279 -1.504045 -5.686837
C8 2.942904 -2.152983 -7.056546
Cl8 4.470877 -2.882570 -6.566667
H19 2.343609 -2.915976 -7.537003
H20 3.156046 -1.338991 -7.738656
Cl9 2.184938 -5.206330 -8.757306
C9 2.899543 -6.544668 -7.842290
Cl10 4.649255 -6.634221 -8.049279
H21 2.681629 -6.392452 -6.792124
H22 2.460463 -7.468240 -8.198739
Cl11 3.259608 2.201785 -3.889233
C10 1.867525 2.102934 -4.981253
Cl12 0.874787 3.560042 -4.923660
H23 2.239448 1.973114 -5.989828
H24 1.261607 1.256686 -4.682816
Cl13 -8.043435 0.013517 2.867705
C11 -8.966311 -0.222832 4.352854
Cl14 -10.126285 -1.555937 4.211644
H25 -8.274900 -0.452390 5.155146
H26 -9.516786 0.683359 4.566233
Cl15 -10.455865 -2.629382 -0.720824
C12 -9.754267 -2.942321 0.872880
Cl16 -8.079528 -3.496568 0.762624
H27 -9.780926 -2.024726 1.446080
H28 -10.337026 -3.715056 1.359668
Cl17 1.479261 -2.449769 0.668155
C13 0.640836 -2.728117 2.198415
Cl18 -0.531131 -4.047844 2.092056
H29 1.379635 -2.977835 2.949826
H30 0.112332 -1.819351 2.461230
Cl19 -11.915997 1.313321 5.523330
C14 -12.791840 -0.068486 6.201191
Cl20 -13.622932 0.344658 7.702733
H31 -13.527417 -0.391253 5.474659
H32 -12.077801 -0.857085 6.403382

Cartesian forces (eV/Å) of the 6 atoms listed first:
-0.33 0.13 -0.72
0.18 -0.42 0.28
0.41 -0.18 0.20
-0.05 0.56 0.16
-1.68 0.31 -0.66
1.03 -0.53 0.38

The value obtained for the highest occupied orbital energy is -9.6 eV. The SMILES is COB(O)N(CCCN)S(=O)(=O)F.ClCCl.ClCCl.ClCCl.ClCCl.ClCCl.ClCCl.ClCCl.ClCCl.ClCCl.ClCCl.

---

[2]
Density functional theory data (ωB97M-V/def2-TZVPD) for a molecular structure, C14H32N6O6SSm.

Positions of all 60 atoms, in Å:
O1 -5.164768 1.191228 -3.875719
H1 -5.562028 1.864272 -4.439162
Sm1 -1.342942 0.461742 -1.607220
N1 -0.246994 -1.591484 -1.447753
N2 -2.678768 -1.329621 -1.018229
N3 0.189174 1.907185 -0.493509
N4 -2.371105 2.217719 -0.495811
O2 1.044726 -1.553138 -1.585743
O3 1.643882 1.907164 -0.555658
O4 -3.729731 2.546637 -0.789576
O5 -3.913760 -0.985319 -1.120440
C1 -2.289404 -2.626629 -1.144814
C2 -0.879802 -2.763890 -1.180772
C3 -0.261097 2.979491 0.180119
C4 -1.675404 3.188783 0.120985
C5 -0.109075 -4.010593 -1.092255
H2 0.448415 -4.042938 -0.145985
H3 0.603011 -4.021945 -1.927617
H4 -0.769779 -4.879829 -1.153738
C6 -3.298178 -3.680530 -1.335048
H5 -3.880671 -3.486723 -2.249062
H6 -3.966395 -3.684096 -0.467234
H7 -2.806245 -4.650482 -1.422037
C7 0.685847 3.883171 0.895147
C8 -2.315801 4.430592 0.606368
H8 1.715711 3.608822 0.626908
H9 0.554971 3.762115 1.986252
H10 0.500738 4.938258 0.636445
H11 -3.389682 4.277462 0.744948
H12 -2.130882 5.239127 -0.116047
H13 -1.861569 4.745762 1.549554
H14 1.903284 0.973438 -0.550922
H15 -4.209848 1.707418 -0.919943
C9 -3.759199 1.121313 -4.174857
H16 -3.441041 0.105779 -3.880691
H17 -3.198084 1.902046 -3.619561
H18 -3.541183 1.250369 -5.251506
O6 0.510721 0.613018 -3.170232
H19 1.014887 1.330805 -2.735505
H20 0.996907 -0.226955 -2.947594
C10 4.113355 -3.154553 2.293183
C11 3.669738 -2.005534 1.392734
N5 2.198756 -1.914988 1.388145
C12 1.402308 -0.909852 1.788284
S1 -0.286619 -1.007343 1.657221
N6 2.021912 0.211109 2.274879
C13 2.780429 0.126587 3.528888
C14 3.773180 1.277208 3.636276
H21 3.832381 -2.994989 3.343713
H22 5.198037 -3.295864 2.255098
H23 3.645256 -4.082005 1.944942
H24 4.126626 -1.052219 1.666549
H25 3.950534 -2.202759 0.346090
H26 1.734625 -2.590515 0.793184
H27 1.356107 0.987109 2.295672
H28 2.073281 0.152974 4.376727
H29 3.303585 -0.835093 3.533071
H30 3.257946 2.238062 3.762095
H31 4.388193 1.109735 4.526676
H32 4.441534 1.323386 2.764089

Cartesian forces (eV/Å) of the 6 atoms listed first:
1.03 0.08 -0.18
0.02 -0.03 0.06
-0.77 -3.18 -0.90
-1.85 -2.72 0.10
1.04 -2.75 -0.04
1.56 3.12 1.94

Its expectation value of S² is 8.803. As for the charge: +1. The value obtained for the highest occupied orbital energy (spin up / spin down) is -9.3 / -9.4 eV. As for the multiplicity: 6.

---

[3]
Density functional theory data (ωB97M-V/def2-TZVPD) for a molecular structure, C14H33AlBr3ClInMgNO9PS.

Positions of all 66 atoms, in Å:
C1 4.821000 -3.488926 -0.099885
O1 5.008595 -2.102750 -0.340880
C2 3.797634 -1.409412 -0.388063
C3 3.158916 -1.388734 -1.777051
C4 2.536858 -2.752756 -2.168639
In1 0.330255 -2.726835 -2.398823
C5 -0.683299 -2.418968 -0.415942
C6 -1.586880 -1.220412 -0.372653
O2 -1.933114 -0.623675 -1.337037
Br1 -2.240036 -0.569449 1.409176
P1 -0.281642 -5.140890 -3.050409
N1 -0.198067 -6.087822 -1.708748
H1 4.834743 -3.997641 -1.083501
H2 5.652057 -3.976484 0.555326
H3 3.836134 -3.689400 0.318309
H4 3.047738 -1.773041 0.328491
H5 4.017175 -0.376337 -0.099049
H6 3.846162 -1.097239 -2.572095
H7 2.375809 -0.621982 -1.767512
H8 3.014714 -3.149952 -3.065221
H9 2.680814 -3.525984 -1.407185
H10 -0.159644 -1.460590 -3.714184
H11 0.049552 -2.353981 0.392395
H12 -1.313031 -3.286619 -0.182075
H13 -1.589844 -5.284050 -3.571562
H14 0.686276 -5.594501 -3.967326
H15 0.547014 -6.771434 -1.875925
C7 3.380690 5.501341 3.287884
O3 2.185951 4.878617 3.733826
C8 1.097525 5.763796 3.791547
C9 -0.196228 5.011543 3.544366
O4 -0.426635 4.675425 2.182691
C10 0.369525 3.629694 1.612670
C11 0.011856 2.261120 2.137520
O5 0.530599 2.078902 3.439678
C12 -0.227044 1.162682 4.212012
H16 3.728554 6.236508 4.018833
H17 4.134906 4.727128 3.173640
H18 3.230220 5.984756 2.316786
H19 1.203851 6.567016 3.048659
H20 1.069937 6.210265 4.795349
H21 -1.025775 5.680341 3.808619
H22 -0.290069 4.145667 4.198791
H23 1.432071 3.842486 1.714494
H24 0.145313 3.646927 0.544971
H25 0.448445 1.491959 1.486275
H26 -1.078465 2.152109 2.138140
H27 -1.278761 1.467156 4.260896
H28 0.178092 1.161556 5.221190
H29 -0.153095 0.152648 3.798240
Al1 0.662612 -7.208538 0.126030
Br2 -4.223960 -1.201514 3.014852
C13 -5.467163 -0.809724 -2.734271
C14 -5.030027 0.477398 -3.396431
O6 -5.094809 0.203203 -4.799136
S1 -6.291410 -0.832688 -5.084998
O7 -7.433221 -0.107919 -5.493620
O8 -5.770921 -1.912772 -5.836542
O9 -6.515432 -1.312120 -3.567220
H30 -4.658140 -1.544357 -2.721819
H31 -5.828006 -0.653612 -1.720962
H32 -4.022762 0.768831 -3.109695
H33 -5.722165 1.292843 -3.175362
Cl1 5.305598 -5.199116 1.902393
Mg1 -1.866200 6.631640 2.726852
Br3 -0.771347 -0.131333 -4.237077

Cartesian forces (eV/Å) of the 6 atoms listed first:
0.72 0.00 -1.31
-0.36 -0.49 0.61
0.06 1.15 -0.38
-0.69 -0.48 -0.11
-0.05 0.41 -0.73
0.97 -1.31 2.44

The calculation puts the energy above the lowest of the compared OMol25 structures with the same formula, charge and spin at 0.00 kJ/mol. As for the charge: +1. The value obtained for the highest occupied orbital energy is -8.6 eV.

---

Maximum force list, top to bottom, in Eh/bohr: 0.036 0.088 0.062
Total energy list, top to bottom, in a.u.: -10689.924203 -2388.356372 -10838.819354